(1)
The following is a DFT calculation (ωB97M-V/def2-TZVPD) of a structure of composition C32H51N6O3S4SbSeSiTa in a non-equilibrium geometry.

XYZ file:
```
100
C32H51N6O3S4SbSeSiTa, DFT ωB97M-V/def2-TZVPD
Ta -0.52 -0.27 0.47
O -5.08 1.03 -5.17
C -5.42 0.04 -4.24
C -4.44 0.06 -3.10
C -4.59 -0.75 -1.98
C -3.63 -0.70 -1.00
N -2.57 0.11 -1.04
C -2.46 0.96 -2.07
C -3.35 0.93 -3.14
C -1.42 2.01 -1.96
C -1.33 3.05 -2.87
C -0.41 4.07 -2.67
C -0.30 5.20 -3.66
O -1.01 4.98 -4.85
C 0.38 4.01 -1.52
C 0.22 2.95 -0.66
N -0.65 1.96 -0.87
H -5.76 1.07 -5.86
H -5.40 -0.96 -4.69
H -6.43 0.19 -3.84
H -5.43 -1.42 -1.88
H -3.71 -1.31 -0.11
H -3.24 1.57 -3.99
H -1.98 3.12 -3.73
H 0.76 5.42 -3.85
H -0.75 6.09 -3.21
H -0.54 4.35 -5.41
H 1.11 4.78 -1.31
H 0.79 2.88 0.25
C 2.93 2.35 2.81
C 2.61 1.31 1.79
O 1.46 1.16 1.36
N 3.61 0.52 1.38
C 3.31 -0.65 0.57
C 2.68 -1.71 1.44
C 3.48 -2.73 1.93
C 2.95 -3.67 2.80
C 1.63 -3.52 3.20
C 0.91 -2.45 2.70
N 1.39 -1.58 1.81
H 2.19 3.14 2.78
H 3.93 2.76 2.67
H 2.89 1.89 3.80
H 4.52 0.60 1.81
H 4.23 -1.03 0.12
H 2.64 -0.35 -0.23
H 4.52 -2.79 1.63
H 3.55 -4.49 3.16
H 1.17 -4.21 3.89
H -0.11 -2.28 3.02
S 1.49 -3.93 -0.66
Sb -0.40 -2.86 -1.44
S -1.51 -2.36 0.71
S 0.66 -0.61 -1.59
C 2.38 -2.52 -5.38
C 3.82 -2.55 -5.90
C 4.64 -1.29 -5.61
C 4.94 -1.03 -4.13
N 3.77 -0.44 -3.47
C 3.57 0.80 -3.01
S 1.97 1.43 -3.01
N 4.52 1.57 -2.48
C 5.96 1.40 -2.31
C 6.76 2.26 -3.29
C 8.27 2.15 -3.07
C 8.85 0.82 -3.54
H 1.78 -3.25 -5.92
H 1.92 -1.54 -5.53
H 2.32 -2.79 -4.32
H 3.79 -2.68 -6.98
H 4.34 -3.43 -5.49
H 4.13 -0.42 -6.03
H 5.60 -1.39 -6.13
H 5.78 -0.34 -4.07
H 5.20 -1.96 -3.63
H 2.91 -0.91 -3.72
H 4.18 2.50 -2.26
H 6.22 0.34 -2.40
H 6.20 1.71 -1.29
H 6.45 3.30 -3.15
H 6.51 1.97 -4.31
H 8.49 2.30 -2.01
H 8.75 2.96 -3.63
H 8.44 -0.02 -2.97
H 9.93 0.82 -3.39
H 8.65 0.66 -4.60
C -3.70 3.89 1.74
Si -3.05 2.90 3.20
C -4.29 1.78 4.06
C -1.78 3.76 4.27
Se -1.55 1.19 1.99
H -4.36 4.68 2.10
H -4.27 3.26 1.07
H -2.89 4.35 1.19
H -4.96 2.36 4.70
H -3.78 1.05 4.68
H -4.90 1.25 3.33
H -2.27 4.45 4.96
H -1.08 4.33 3.66
H -1.22 3.03 4.86
```

Computed properties:
* net charge: +2
* 2S+1: 2
* HOMO level (alpha / beta): -12.017 / -11.950 eV
* max |F|: 1.8 eV/A
* orbital gap (alpha / beta): 6.40 / 4.70 eV

(2)
The following is a DFT calculation (ωB97M-V/def2-TZVPD) of an isolated molecule of C3H5FN2 in a non-equilibrium geometry.

XYZ file:
```
11
C3H5FN2, DFT ωB97M-V/def2-TZVPD
C -1.66 -1.38 0.59
C -0.85 -0.86 -0.30
F -0.72 -1.30 -1.54
C 0.07 0.26 0.04
N 0.91 0.70 -0.83
N 1.70 1.77 -0.48
H -1.74 -1.01 1.56
H -2.30 -2.18 0.33
H 0.04 0.58 1.09
H 1.95 1.76 0.52
H 2.60 1.67 -0.97
```

Computed properties:
* SMILES: C=C(F)/C=N/N
* HOMO level: -8.928 eV
* max |F|: 2.3 eV/A
* orbital gap: 9.82 eV

(3)
The following is a DFT calculation (ωB97M-V/def2-TZVPD) of a structure of composition C22H22BrN4O2W in a non-equilibrium geometry.

XYZ file:
```
52
C22H22BrN4O2W, DFT ωB97M-V/def2-TZVPD
W 0.01 0.08 -0.01
O 1.09 -0.51 1.31
C 1.52 -0.19 2.54
C 2.29 -1.06 3.30
C 2.69 -0.71 4.58
C 2.31 0.52 5.11
C 1.55 1.40 4.38
C 1.13 1.08 3.06
C 0.34 1.98 2.32
N -0.11 1.79 1.05
C -1.03 2.83 0.59
C -1.34 2.55 -0.89
N -1.35 1.10 -1.07
C -2.34 0.60 -1.85
C -2.50 -0.78 -2.14
C -3.59 -1.24 -2.92
C -3.79 -2.58 -3.15
C -2.92 -3.53 -2.62
C -1.81 -3.12 -1.88
C -1.58 -1.77 -1.65
O -0.52 -1.35 -0.96
H 2.58 -2.01 2.87
H 3.28 -1.39 5.17
H 2.62 0.79 6.11
H 1.26 2.35 4.79
H 0.06 2.91 2.82
H -0.59 3.83 0.71
H -1.96 2.79 1.17
H -0.55 2.98 -1.53
H -2.29 3.02 -1.17
H -3.06 1.28 -2.28
H -4.27 -0.51 -3.34
H -4.63 -2.90 -3.74
H -3.09 -4.58 -2.78
H -1.11 -3.83 -1.48
N -1.36 -1.80 1.58
N -2.02 -0.53 1.38
H -2.02 -2.53 1.87
H -0.66 -1.70 2.32
H -2.45 -0.18 2.25
H -2.79 -0.69 0.72
Br 5.32 0.49 -4.29
C 3.84 0.52 -3.09
C 2.57 0.27 -3.58
C 1.50 0.25 -2.69
C 1.65 0.48 -1.31
C 2.96 0.76 -0.88
C 4.04 0.78 -1.75
H 2.42 0.07 -4.63
H 0.51 0.05 -3.10
H 3.15 0.96 0.17
H 5.04 0.98 -1.38
```

Computed properties:
* net charge: +1
* HOMO level (alpha / beta): -9.442 / -9.439 eV
* max |F|: 3.4 eV/A
* orbital gap (alpha / beta): 5.46 / 5.46 eV

no.,E (Ha)
1,-6384.87739
2,-326.61947
3,-3861.93433